Computed, not measured: 10 unconnected molecules or ions with the total composition C40H84BF4N10O11 at a distorted geometry, with ωB97M-V/def2-TZVPD.

Output
- LUMO level (Eh) = -0.1944
- DFT total energy (a.u.) = -3373.99490
- HOMO level (eV) = -9.326
- gap between HOMO and LUMO (eV) = 4.036

Structure (ORCA input):
```
! RIJCOSX wB97M-V def2-TZVPD def2/J DEFGRID3
* xyz 1 1
C 0.980 2.899 -5.150
N -0.118 1.945 -4.892
C -0.970 1.650 -5.881
C -1.960 0.697 -5.717
C -1.987 -0.022 -4.518
C -1.152 0.377 -3.476
C -0.268 1.427 -3.662
C -2.771 -1.277 -4.469
C -2.250 -2.460 -3.951
C -2.958 -3.640 -4.113
N -4.202 -3.637 -4.624
C -4.737 -2.534 -5.167
C -4.012 -1.353 -5.103
C -4.925 -4.948 -4.741
H 1.085 3.073 -6.216
H 1.876 2.416 -4.762
H 0.838 3.846 -4.632
H -0.878 2.241 -6.780
H -2.653 0.505 -6.522
H -1.232 -0.044 -2.479
H 0.314 1.891 -2.873
H -1.251 -2.564 -3.539
H -2.537 -4.577 -3.781
H -5.619 -2.708 -5.765
H -4.468 -0.479 -5.548
H -5.879 -4.753 -4.258
H -4.361 -5.741 -4.265
H -5.034 -5.172 -5.799
B -1.379 -0.108 0.374
F -0.436 0.473 -0.478
F -1.656 0.835 1.378
F -2.523 -0.419 -0.390
F -0.968 -1.325 0.962
O 0.743 -0.388 5.822
C -0.183 -0.534 5.030
N 0.040 -0.467 3.707
C -1.554 -0.846 5.587
H 1.024 -0.365 3.482
H -0.617 -0.686 2.981
H -1.425 -1.316 6.561
H -2.245 -1.462 5.011
H -2.115 0.061 5.831
O -6.389 -1.721 -2.871
C -5.567 -1.091 -2.218
N -4.703 -1.728 -1.409
C -5.371 0.395 -2.417
H -4.740 -2.726 -1.316
H -3.939 -1.191 -1.028
H -4.323 0.678 -2.280
H -5.889 0.992 -1.665
H -5.774 0.660 -3.391
O -0.229 3.990 -1.779
C -1.395 3.858 -1.425
N -2.427 3.920 -2.305
C -1.750 3.640 0.021
H -3.351 3.859 -1.915
H -2.253 4.007 -3.288
H -2.119 4.593 0.408
H -0.946 3.253 0.639
H -2.540 2.902 0.188
O -2.066 -6.006 0.938
C -1.412 -4.992 0.818
N -1.644 -4.072 -0.173
C -0.253 -4.675 1.744
H -2.564 -4.045 -0.581
H -1.240 -3.172 0.052
H 0.687 -5.070 1.368
H -0.533 -5.132 2.693
H -0.206 -3.608 1.972
O -5.831 1.051 3.650
C -4.641 1.114 3.354
N -4.004 0.081 2.763
C -3.781 2.283 3.798
H -4.496 -0.774 2.580
H -3.092 0.274 2.362
H -3.998 3.223 3.288
H -2.705 2.158 3.662
H -4.008 2.402 4.856
C 2.802 0.320 -6.616
O 2.789 0.066 -5.223
C 2.042 -1.115 -4.897
C 2.106 -1.167 -3.391
N 1.596 -2.463 -2.896
C 1.208 -2.424 -1.461
C 1.602 -3.760 -0.801
O 2.487 -3.560 0.297
C 3.828 -3.373 -0.094
H 3.383 1.206 -6.886
H 1.868 0.391 -7.180
H 3.446 -0.477 -7.017
H 2.615 -1.982 -5.253
H 1.029 -1.220 -5.296
H 1.420 -0.465 -2.912
H 3.112 -0.963 -3.017
H 2.310 -3.172 -2.981
H 0.148 -2.214 -1.282
H 1.721 -1.582 -0.981
H 1.933 -4.594 -1.425
H 0.698 -4.100 -0.288
H 3.963 -2.564 -0.825
H 4.248 -4.288 -0.526
H 4.372 -3.086 0.805
C 2.111 -0.656 1.392
O 2.804 -0.300 2.575
C 3.640 -1.375 2.960
C 3.794 -1.419 4.459
N 4.415 -0.174 4.886
C 4.384 0.053 6.333
C 4.733 1.499 6.660
O 3.758 2.396 6.144
C 2.577 2.553 6.899
H 2.785 -0.886 0.561
H 1.430 0.157 1.158
H 1.548 -1.589 1.514
H 4.637 -1.379 2.503
H 3.225 -2.347 2.659
H 4.323 -2.325 4.754
H 2.785 -1.461 4.893
H 3.899 0.648 4.579
H 5.090 -0.595 6.863
H 3.386 -0.183 6.730
H 5.666 1.845 6.219
H 4.795 1.589 7.749
H 1.977 3.245 6.300
H 2.768 3.111 7.821
H 1.984 1.648 7.041
C -0.936 4.744 4.349
O -0.526 3.646 3.562
C 0.751 3.891 3.016
C 1.350 2.577 2.557
N 2.428 2.649 1.550
C 1.956 3.105 0.249
C 3.126 2.901 -0.706
O 3.399 1.484 -0.707
C 4.602 1.214 -1.361
H -0.176 5.067 5.065
H -1.860 4.516 4.876
H -1.143 5.638 3.745
H 1.427 4.450 3.669
H 0.673 4.509 2.107
H 0.569 1.948 2.107
H 1.788 2.043 3.402
H 2.870 1.747 1.472
H 1.544 4.110 0.218
H 1.162 2.429 -0.105
H 3.979 3.519 -0.422
H 2.832 3.147 -1.734
H 4.594 1.494 -2.427
H 4.771 0.137 -1.267
H 5.503 1.719 -0.988
*
```

Mulliken atomic charge list, values in e, 99 entries: -0.990 0.557 -1.014 -0.521 0.729 0.335 -1.808 1.015 -0.438 -0.323 0.178 -0.976 -0.425 -0.937 0.409 0.344 0.278 0.494 0.607 0.054 1.090 0.592 0.446 0.469 0.434 0.392 0.318 0.373 -0.970 0.123 0.451 0.142 -0.060 -0.572 0.894 0.585 -1.342 -0.442 -0.354 0.364 0.375 0.216 -0.687 0.652 -0.083 -0.743 0.219 0.216 -0.077 0.404 0.332 -0.614 0.872 -0.325 -0.810 0.200 0.227 0.672 -0.336 0.256 -0.666 0.473 0.070 -0.738 0.265 -0.363 0.230 0.427 0.202 -0.699 0.337 0.020 -0.571 0.190 -0.258 0.302 0.053 0.391 -0.927 -0.294 -0.626 0.449 -0.359 2.396 -0.131 -0.141 -0.493 0.285 0.320 0.397 0.580 0.133 -0.489 0.201 0.408 -1.281 -1.124 0.800 -1.013